Record 1
41
Properties=species:S:1:pos:R:3:lowdin_charge:R:1 method="wB97M-V/def2-TZVPD" lumo_energy_ev=0.36 total_energy_ha=-1442.41800 max_force_ev_per_a=3.1 charge=0 homo_energy_ev=-8.58 homo_lumo_gap_ha=0.3286 spin_multiplicity=1
Ag -1.8198 0.5789 13.3842 0.647
C 1.0536 4.1947 17.5270 -0.043
C 1.1038 3.2701 16.3319 -0.256
C 1.2584 3.8954 15.1060 -0.042
C 1.4163 3.1163 13.9921 -0.248
C 1.4231 3.7621 12.6325 -0.036
C 1.3601 1.7236 14.1937 -0.143
C 1.6250 0.8850 13.0124 -0.213
O 0.9341 -0.0765 12.7670 0.024
C 1.1864 1.0937 15.4202 -0.207
C 1.0997 -0.4356 15.5385 -0.031
C 0.9502 1.9257 16.4879 -0.016
H 1.6313 5.1068 17.4363 0.075
H 1.3968 3.6858 18.4078 0.068
H 0.0166 4.4836 17.7389 0.085
H 1.3039 4.9787 14.9658 0.127
H 1.5364 4.8782 12.7960 0.102
H 0.5104 3.5848 12.0317 0.063
H 2.2061 3.3790 12.0106 0.065
H 2.5093 1.0428 12.4691 0.115
H 1.9270 -1.0348 14.9959 0.115
H 0.1108 -0.7310 15.1780 0.042
H 1.0897 -0.6570 16.6406 0.092
H 0.7682 1.4835 17.4440 0.123
C -1.8248 3.9222 13.9994 -0.120
N -3.1665 3.3924 13.8737 -0.015
C -3.4721 2.6398 12.8630 -0.814
S -2.2642 2.2934 11.6196 0.573
N -4.7048 2.0592 12.7368 -0.057
C -5.9046 2.4504 13.4090 -0.090
H -1.5164 4.6683 13.3363 0.068
H -1.0646 3.1283 14.0090 0.039
H -1.7594 4.3160 15.0173 0.100
H -3.7618 3.4428 14.6766 0.144
H -4.7804 1.4995 11.9032 0.109
H -5.9424 2.2104 14.4610 0.079
H -6.7373 1.8868 12.9909 0.090
H -6.1433 3.5316 13.2999 0.100
O -2.7139 -0.9297 14.9387 -0.228
N -2.4310 -0.2842 15.9831 -0.270
O -1.9132 0.8100 15.7579 -0.217

---

Record 2
38
Properties=species:S:1:pos:R:3:lowdin_charge:R:1 method="wB97M-V/def2-TZVPD" lumo_energy_ev="-12.81 / -12.06" total_energy_ha=-4140.59377 max_force_ev_per_a=2.1 charge=+3 homo_energy_ev="-18.20 / -18.20" homo_lumo_gap_ha="0.1981 / 0.2256" s_squared=9.775 spin_multiplicity=6
C 1.1907 -1.5182 1.9183 0.005
C 2.1784 -2.0932 0.8832 -0.373
O 3.5076 -1.9444 1.2592 0.059
C 1.9365 -1.4001 -0.5147 -0.070
B 2.4447 0.0827 -0.4883 -0.661
Br 4.3182 0.4128 -0.2050 1.141
C 1.4881 1.3396 -0.7012 -0.100
C 0.9156 1.9164 0.6276 -0.369
C 0.9326 3.4561 0.5993 -0.009
O -0.3518 1.3938 1.0258 -0.092
C -1.4357 1.6790 0.1593 -0.136
C -2.0097 0.3628 -0.3856 -0.168
C -1.9672 0.0094 -1.7089 -0.111
C -2.5093 -1.2909 -2.0170 -0.336
C -3.0241 -2.1252 -1.0699 -0.065
C -3.0745 -1.6866 0.2452 -0.008
C -2.5736 -0.4707 0.5766 0.020
H 0.9604 -2.2459 2.6991 0.107
H 0.2730 -1.2629 1.3906 0.072
H 1.6164 -0.6361 2.4109 0.102
H 1.9170 -3.1514 0.7401 0.180
H 3.6109 -1.2745 1.9566 0.122
H 2.4929 -1.9608 -1.2815 0.135
H 0.8893 -1.4811 -0.8168 0.106
H 2.1010 2.1279 -1.1504 0.108
H 0.7326 1.0863 -1.4507 0.097
H 1.6135 1.6396 1.4231 0.139
H 0.4191 3.8362 1.4850 0.106
H 0.5141 3.8686 -0.3187 0.091
H 1.9770 3.7474 0.7356 0.102
H -2.2458 2.1823 0.6961 0.151
H -1.1581 2.3265 -0.6791 0.129
H -1.5329 0.6650 -2.4621 0.114
H -2.5144 -1.6962 -3.0542 0.034
H -3.3980 -3.1192 -1.2933 0.140
H -3.4799 -2.3210 1.0261 0.145
H -2.6010 -0.1441 1.6106 0.155
Dy -4.1537 -0.3100 -3.8709 1.937

---

Record 3
44
Properties=species:S:1:pos:R:3:lowdin_charge:R:1 method="wB97M-V/def2-TZVPD" lumo_energy_ev=-14.73 total_energy_ha=-1619.38571 max_force_ev_per_a=4.5 charge=+3 homo_energy_ev=-18.21 homo_lumo_gap_ha=0.1279 relative_energy_ev=1.277 spin_multiplicity=1
C 3.5214 1.9544 -1.1268 0.051
C 2.2548 1.0546 -1.2109 -0.420
O 1.8306 0.7660 -2.2737 0.186
N 1.6996 0.5883 0.0594 0.113
C 2.8883 0.0333 0.8207 -0.432
C 3.2850 0.4752 2.2692 0.071
O 3.5145 -0.7983 0.2751 0.218
C 0.6529 -0.4024 -0.1252 -0.328
C 0.5466 -1.1386 1.3213 -0.135
O 0.8862 -1.5260 -0.9532 0.152
B -0.3694 -1.9372 -1.5457 -0.566
C -0.6694 -3.5485 -1.2173 0.116
C -1.5374 -3.7443 0.0534 -0.780
O -1.1047 -4.3656 0.9350 0.135
Cl -3.1803 -3.0911 0.2198 0.843
O -1.3510 -1.0271 -1.1418 0.162
C -0.8392 0.0523 -0.3733 -0.158
C -1.1543 1.3380 -1.2304 -0.053
C -1.7335 2.5082 -0.3407 -0.142
C -3.2823 2.4660 -0.1905 -0.067
C -3.8406 1.0429 0.0216 -0.514
O -4.1971 0.3342 -0.8379 0.174
O -3.8886 0.5564 1.3292 0.071
H 3.6144 2.4742 -0.1494 0.094
H 3.5025 2.7258 -1.9194 0.119
H 4.4145 1.3051 -1.2597 0.117
H 3.1701 1.5541 2.4763 0.118
H 4.3497 0.1863 2.3994 0.132
H 2.7152 -0.1679 3.0208 0.023
H 0.5957 -0.3670 2.1914 -0.010
H 1.2464 -2.0426 1.4157 0.130
H -0.5219 -1.5769 1.3474 0.125
H -0.0683 -1.9738 -2.7449 0.330
H 0.3228 -4.0149 -1.0227 0.159
H -1.1081 -4.1084 -2.0689 0.159
H -1.3593 0.2759 0.5862 0.150
H -0.3250 1.6725 -1.8811 0.129
H -1.9879 1.0483 -1.9151 0.151
H -1.4885 3.4473 -0.8838 0.138
H -1.1741 2.5500 0.6189 0.117
H -3.8201 2.9095 -1.0511 0.152
H -3.5619 3.0532 0.7135 0.139
H -3.1324 0.8952 1.8320 0.089
Zr 0.6840 -1.4364 3.5567 1.743